# 1
Molecular formula: C4H4N2O
Method: DFT, wB97M-V/def2-TZVPD

XYZ file:
```
11
Properties=species:S:1:pos:R:3:forces:R:3
O 2.871916 0.529391 1.387490 -3.3 0.0 -1.0
N 1.633950 -0.388481 -0.270523 -1.3 -0.6 -0.4
N -0.741830 -0.060407 -0.210750 -1.6 0.6 1.3
C 1.751789 0.455126 0.829231 4.1 0.7 1.1
C 0.425180 -0.609848 -0.689088 2.0 1.0 0.7
C -0.669229 0.817103 0.734861 -1.3 -0.8 -1.1
C 0.597869 1.337666 1.218231 0.2 -0.6 1.2
H 0.328458 -1.270244 -1.514205 -0.3 -0.5 -0.7
H -1.608234 1.225758 1.190109 0.7 -0.5 -0.7
H 0.538443 1.445367 2.306502 0.3 0.1 -0.1
H 0.692636 2.339516 0.839091 0.4 0.6 -0.3
```
Forces are in eV/Å.

Output
SMILES: O=C1CC=NC=N1
E: -339.53655 Eh
relative energy (zero: lowest compared OMol25 entry of this formula, charge and spin): 118.5 kJ/mol
LUMO level: -0.984 eV


# 2
Molecular formula: C4H4N2O
Method: DFT, wB97M-V/def2-TZVPD

XYZ file:
```
11
Properties=species:S:1:pos:R:3:forces:R:3
C 0.675572 -0.962682 -1.255888 4.0 3.3 3.4
C -0.103710 -0.231101 -0.362985 -1.2 -6.0 -0.8
C -1.172589 -0.861799 0.606855 -0.2 2.4 -3.8
C 0.153711 0.995926 0.180590 -0.2 5.0 2.2
H 1.823598 0.641718 -0.831995 1.5 -4.3 -2.1
H 0.700121 -2.017765 -1.555465 -0.5 0.7 -0.2
H -1.778305 -1.829319 0.200023 1.4 2.4 2.1
H 0.991115 1.749142 -0.109133 -1.8 -1.0 0.5
N -1.497917 0.135920 1.389554 -0.3 -0.4 0.2
N -0.705649 1.388195 1.145872 1.4 -4.0 -1.9
O 2.046316 -0.356831 -1.307856 -4.2 2.1 0.5
```
Forces are in eV/Å.

Output
SMILES: OC=C1C=NN=C1
E: -339.39435 Eh
relative energy (zero: lowest compared OMol25 entry of this formula, charge and spin): 491.8 kJ/mol
LUMO level: -1.357 eV


# 3
Molecular formula: C4H4N2O
Method: DFT, wB97M-V/def2-TZVPD

XYZ file:
```
11
Properties=species:S:1:pos:R:3:forces:R:3
O 0.738677 2.390616 0.562474 -0.5 0.2 0.0
C 0.106195 1.466434 0.108608 0.2 0.3 0.2
C -0.794711 0.618077 0.907178 0.1 -0.2 0.0
C -0.593691 -0.698264 0.737144 0.0 0.0 -0.1
N 0.217936 -1.121153 -0.304273 -0.1 0.0 0.0
C 0.547237 -0.230362 -1.294609 0.0 -0.1 0.0
N 0.355267 1.031743 -1.207905 0.4 -0.2 0.2
H -1.404042 1.029690 1.703891 0.2 -0.1 -0.1
H -1.000842 -1.473663 1.376492 0.0 0.1 -0.1
H 0.399809 -2.100032 -0.442505 0.0 0.0 0.0
H 1.036233 -0.648581 -2.171597 -0.3 -0.1 -0.1
```
Forces are in eV/Å.

Output
SMILES: O=c1cc[nH]cn1
E: -339.56380 Eh
relative energy (zero: lowest compared OMol25 entry of this formula, charge and spin): 46.9 kJ/mol
LUMO level: 0.447 eV


# 4
Molecular formula: C4H4N2O
Method: DFT, wB97M-V/def2-TZVPD

XYZ file:
```
11
Properties=species:S:1:pos:R:3:forces:R:3
C 1.145294 -2.501871 -0.823790 -0.3 0.5 0.1
C 1.899592 -0.031388 -0.083746 -7.6 -4.9 -0.9
C 0.913342 -1.216275 -0.457841 4.4 7.2 2.2
C -0.056100 -0.341873 0.266941 -2.0 -1.5 -0.3
N 1.422827 -3.552183 -1.152575 0.5 -2.3 -0.7
N -1.356251 -0.096957 -0.236910 -0.7 0.0 -3.2
O 0.876761 0.712176 0.499844 2.7 0.6 -1.6
H 2.913817 0.166187 -0.095843 1.8 0.7 0.1
H -0.282466 -0.640824 1.253419 0.3 -0.9 1.4
H -1.603599 -0.091684 -1.283059 1.4 -0.1 2.1
H -1.742092 0.743151 0.117300 -0.5 0.7 0.8
```
Forces are in eV/Å.

Output
E: -339.43880 Eh
relative energy (zero: lowest compared OMol25 entry of this formula, charge and spin): 375.1 kJ/mol
LUMO level (spin up / spin down): -0.332 / -0.333 eV